Record 1
The following is a DFT calculation (ωB97M-V/def2-TZVPD) of a 9-piece molecular cluster, C27H59ClNO11PS overall.

2S+1 = 1
E_HOMO = -7.97 eV
SMILES = O=C1c2cccc(P(O)Cl)c2C(=O)N1CCCS.CCO.CCO.CCO.CCO.CCO.CCO.CCO.CCO
LUMO = -1.17 eV
Frontier orbital gap = 6.807 eV
Charge = 0

The geometry in XYZ format:
```
101
Properties=species:S:1:pos:R:3:forces:R:3
O -0.653 -5.234 0.865 -2.272 4.871 -1.761
C -1.184 -4.157 0.422 0.866 -2.733 1.176
C -2.735 -3.901 0.207 -2.451 1.931 -1.176
C -3.984 -4.769 0.489 -0.229 3.790 -1.793
C -5.368 -4.127 0.119 2.466 1.865 -0.597
C -5.499 -2.669 -0.466 3.828 -1.358 0.627
C -4.216 -1.820 -0.735 -0.206 -3.344 2.264
P -4.193 -0.056 -1.428 0.225 0.192 -1.216
O -5.799 0.547 -1.580 1.615 -0.982 2.478
Cl -3.277 1.082 0.145 -1.084 -0.796 -0.499
C -2.857 -2.481 -0.406 -1.313 -2.886 1.310
C -1.356 -1.986 -0.570 -1.504 1.765 -1.718
O -1.119 -0.914 -1.171 -0.003 -3.735 2.360
N -0.400 -2.967 0.020 -2.759 0.398 0.229
C 0.345 -2.247 1.105 1.093 1.578 1.150
C 1.500 -1.246 0.544 -0.579 0.470 -0.586
C 2.067 -1.671 -0.899 -0.285 0.048 -0.882
S 3.915 -1.307 -1.037 -0.648 0.001 -0.550
H -3.870 -5.814 0.918 -0.324 1.626 -0.664
H -6.354 -4.698 0.256 1.860 0.844 -0.112
H -6.499 -2.191 -0.742 1.526 -1.012 0.581
H -6.095 0.731 -0.652 -0.203 -0.045 -1.014
H -0.432 -1.568 1.635 1.281 -1.127 -0.542
H 0.807 -2.919 1.900 -0.873 0.363 -1.472
H 0.966 -0.232 0.385 1.076 -1.556 0.314
H 2.329 -1.068 1.335 -1.508 -0.562 -1.388
H 1.929 -2.772 -1.161 0.073 1.447 0.690
H 1.549 -1.067 -1.737 0.775 -0.956 1.527
H 4.096 -1.241 -2.424 -0.519 -0.105 1.221
C -0.227 0.346 -5.629 -0.026 -0.087 -0.151
C 0.204 -0.066 -4.235 -0.125 0.395 -0.129
O 1.483 0.482 -3.934 0.238 0.084 0.108
H 0.500 0.004 -6.372 -0.068 -0.057 0.080
H -1.205 -0.073 -5.875 0.029 0.074 -0.023
H -0.279 1.436 -5.712 -0.115 -0.040 0.047
H 0.276 -1.153 -4.163 0.162 0.116 0.098
H -0.513 0.283 -3.486 -0.116 -0.181 -0.043
H 1.409 1.444 -3.991 -0.054 -0.226 0.056
C -9.705 1.200 -2.036 -0.182 0.047 0.093
C -9.252 1.154 -3.482 0.346 -0.073 0.267
O -7.946 1.700 -3.604 0.002 0.048 -0.111
H -9.705 2.229 -1.666 -0.049 -0.062 -0.100
H -10.712 0.787 -1.928 0.054 -0.002 0.073
H -9.022 0.632 -1.397 -0.073 -0.087 -0.056
H -9.924 1.740 -4.112 0.179 0.003 -0.014
H -9.239 0.124 -3.854 -0.222 -0.031 -0.016
H -7.355 1.171 -3.051 0.014 0.154 -0.117
C -1.966 -8.409 -1.401 -0.093 -0.151 0.032
C -1.278 -7.498 -2.398 0.108 0.064 0.384
O -1.138 -6.192 -1.855 -0.063 0.147 -0.228
H -2.952 -8.016 -1.139 0.046 -0.024 -0.116
H -2.085 -9.416 -1.808 -0.005 0.016 0.076
H -1.390 -8.471 -0.473 0.037 -0.061 -0.089
H -1.867 -7.422 -3.315 0.084 0.154 0.073
H -0.285 -7.880 -2.656 -0.073 -0.158 -0.118
H -0.610 -6.257 -1.050 -0.075 0.021 -0.031
C 2.492 2.518 3.782 -0.139 0.182 0.030
C 2.564 1.010 3.917 0.327 0.249 -0.051
O 3.140 0.439 2.747 0.071 -0.086 -0.004
H 1.895 2.797 2.909 -0.017 -0.079 0.086
H 2.046 2.968 4.673 0.056 -0.004 -0.016
H 3.489 2.942 3.635 -0.012 -0.030 0.111
H 1.564 0.589 4.042 0.123 -0.093 -0.120
H 3.170 0.724 4.782 -0.175 0.053 0.141
H 4.027 0.810 2.648 -0.192 -0.136 -0.055
C -0.991 2.414 5.874 -0.154 -0.003 -0.177
C -0.565 1.991 7.267 0.133 0.425 -0.131
O 0.715 2.528 7.574 0.211 -0.122 0.154
H -0.265 2.072 5.132 -0.074 -0.085 0.077
H -1.972 2.003 5.624 0.034 0.030 -0.042
H -1.036 3.504 5.798 -0.082 -0.085 0.072
H -0.500 0.903 7.332 0.129 0.102 0.094
H -1.282 2.340 8.017 -0.162 -0.132 -0.049
H 0.649 3.493 7.523 -0.085 -0.112 -0.143
C 0.277 7.775 7.452 -0.090 0.122 0.005
C 0.348 6.336 7.923 0.220 0.324 -0.134
O 0.261 5.450 6.810 0.030 -0.314 -0.006
H -0.657 7.957 6.914 0.035 -0.042 0.120
H 0.337 8.465 8.297 0.028 -0.002 -0.080
H 1.093 7.996 6.759 0.038 0.016 0.125
H -0.481 6.113 8.598 0.050 -0.149 -0.164
H 1.286 6.144 8.453 -0.065 0.082 0.152
H 1.002 5.647 6.221 -0.186 -0.064 0.080
C 6.168 0.333 -5.698 0.097 0.034 -0.213
C 4.907 -0.497 -5.564 0.126 0.306 0.101
O 4.392 -0.394 -4.243 0.092 -0.134 -0.020
H 6.925 -0.001 -4.983 -0.076 -0.023 -0.067
H 6.579 0.259 -6.708 0.000 0.007 0.021
H 5.964 1.383 -5.477 0.035 -0.107 -0.091
H 5.120 -1.550 -5.763 -0.145 0.034 0.168
H 4.140 -0.160 -6.269 0.049 -0.080 -0.139
H 4.198 0.538 -4.077 -0.073 -0.261 0.038
C 8.108 1.861 -1.811 0.103 -0.134 0.059
C 7.998 2.663 -3.092 -0.201 0.014 0.356
O 6.666 2.612 -3.590 -0.182 0.174 -0.081
H 7.824 0.820 -1.985 0.065 0.087 -0.040
H 9.128 1.887 -1.420 -0.065 -0.003 0.040
H 7.429 2.254 -1.048 0.101 0.051 -0.003
H 8.661 2.255 -3.857 -0.204 0.050 -0.063
H 8.270 3.710 -2.922 0.200 -0.032 -0.007
H 6.087 2.983 -2.911 0.142 -0.102 -0.138
```
Positions in Å, forces in eV/Å.

=====

Record 2
The following is a DFT calculation (ωB97M-V/def2-TZVPD) of one molecule with the formula C9H12N4O2.

2S+1 = 1
E_HOMO = -8.32 eV
LUMO = -1.08 eV
Frontier orbital gap = 7.242 eV
Charge = 0

The geometry in XYZ format:
```
27
Properties=species:S:1:pos:R:3:forces:R:3
C -1.629 -2.425 0.161 0.070 -2.033 -0.249
C -1.813 -1.160 -0.212 2.505 0.721 -0.230
C 0.537 -0.473 0.072 -3.251 -1.430 -1.620
C -2.734 -0.149 -0.139 0.743 0.407 0.965
C -0.880 1.634 0.048 2.016 0.352 -0.238
C -2.999 2.273 -0.409 -1.902 -0.656 -2.879
C 1.358 1.567 1.017 -0.301 -1.342 -0.082
C 1.534 -2.484 -0.684 -1.360 -1.921 -0.995
C 3.048 -0.759 -0.026 -1.073 1.996 3.146
N -1.376 -3.558 0.266 -0.167 0.120 0.513
N -2.099 1.184 -0.295 -0.583 -1.841 0.623
N 0.286 0.771 0.408 -0.078 1.099 0.175
N 1.661 -1.166 -0.113 -2.094 1.026 2.371
O -0.592 2.828 0.031 -0.512 -1.305 0.144
O -3.937 -0.348 0.061 1.384 0.987 -0.667
H -4.023 1.883 -0.378 0.244 -0.147 -0.532
H -2.936 2.798 0.464 0.375 2.373 1.717
H -2.780 2.772 -1.389 -0.463 0.227 1.267
H 1.744 0.848 1.718 1.115 0.138 0.189
H 0.989 2.370 1.578 -0.754 1.086 0.591
H 1.983 1.946 0.242 0.959 0.183 -0.197
H 2.181 -3.310 -0.292 0.040 1.325 0.000
H 0.502 -2.982 -0.586 1.403 1.417 -0.418
H 1.805 -2.206 -1.709 -0.225 -1.374 -0.337
H 3.330 -0.213 0.908 -0.590 -0.806 -0.279
H 3.595 -1.627 -0.032 1.646 -1.695 -0.597
H 3.242 -0.016 -0.709 0.855 1.094 -2.381
```
Positions in Å, forces in eV/Å.

=====

Record 3
The following is a DFT calculation (ωB97M-V/def2-TZVPD) of C52H72AuN2OP2SiTe as an isolated structure.

2S+1 = 2
E_HOMO (spin up / spin down) = -6.32 / -6.31 eV
LUMO (spin up / spin down) = -0.37 / -1.69 eV
Frontier orbital gap (spin up / spin down) = 5.950 / 4.617 eV
Charge = 0

The geometry in XYZ format:
```
132
Properties=species:S:1:pos:R:3:forces:R:3
Au -0.061 1.507 0.561 0.522 0.069 0.635
C 2.767 5.732 -0.620 -0.038 0.048 -0.023
C 1.725 5.722 0.501 -0.071 -0.010 0.221
C 2.442 5.684 1.858 0.030 0.046 -0.111
P 0.498 4.322 0.323 0.397 0.250 -0.492
C -0.208 4.790 -1.353 -0.385 0.056 0.194
C -0.661 6.248 -1.430 -0.004 -0.004 -0.172
C -1.346 3.875 -1.822 0.090 0.014 0.053
C -0.783 4.765 1.549 -0.020 0.008 -0.119
C -0.798 5.961 2.273 -0.043 0.021 -0.030
C -1.703 6.192 3.296 0.016 -0.021 -0.016
C -2.606 5.193 3.633 -0.032 -0.055 -0.004
C -2.624 4.009 2.915 0.005 -0.122 -0.032
C -1.749 3.782 1.840 -0.230 -0.202 -0.125
N -1.860 2.599 1.071 0.190 -0.047 0.327
C -3.104 2.196 0.690 -0.009 0.461 -0.082
C -4.122 3.155 0.428 -0.208 -0.094 0.050
C -5.356 2.794 -0.057 0.101 0.028 0.041
C -5.643 1.454 -0.311 -0.032 0.055 0.068
C -4.667 0.506 -0.080 -0.168 -0.016 0.104
C -3.412 0.851 0.439 1.206 0.517 -0.343
P -2.185 -0.536 0.856 -1.207 -2.768 0.679
C -2.956 -1.010 2.497 -0.316 0.574 -0.021
C -3.262 0.217 3.376 0.028 -0.074 -0.114
C -4.230 -1.845 2.357 -0.004 -0.019 -0.007
C -2.849 -1.725 -0.431 0.118 0.113 -0.211
C -2.550 -1.177 -1.838 0.006 0.013 0.156
C -2.404 -3.183 -0.318 -0.180 0.152 0.162
H 3.384 6.631 -0.531 -0.011 -0.057 0.000
H 2.320 5.738 -1.617 0.066 0.033 0.073
H 3.429 4.868 -0.548 -0.039 0.006 -0.019
H 1.151 6.646 0.424 0.045 0.096 0.084
H 1.781 5.435 2.687 -0.026 0.009 0.007
H 2.894 6.659 2.073 -0.004 -0.083 -0.034
H 3.243 4.942 1.839 -0.040 -0.008 0.020
H 0.635 4.634 -2.030 0.056 -0.025 -0.024
H -1.369 6.474 -0.627 0.041 -0.002 -0.052
H -1.169 6.430 -2.384 0.033 0.013 0.073
H 0.172 6.950 -1.366 -0.073 -0.015 -0.001
H -2.264 4.073 -1.263 0.062 -0.032 -0.031
H -1.106 2.817 -1.698 0.023 0.002 -0.005
H -1.549 4.057 -2.883 0.000 0.026 0.109
H -0.093 6.747 2.033 0.025 -0.074 -0.012
H -1.696 7.136 3.829 0.023 -0.069 -0.021
H -3.296 5.337 4.458 0.026 -0.037 -0.079
H -3.337 3.230 3.164 0.006 0.075 0.004
H -3.897 4.200 0.591 0.011 -0.002 0.033
H -6.098 3.559 -0.262 0.053 -0.027 0.014
H -6.614 1.149 -0.683 0.061 0.000 -0.004
H -4.936 -0.515 -0.282 -0.075 0.182 -0.040
H -2.197 -1.608 2.986 0.101 -0.154 0.093
H -4.168 0.716 3.023 0.026 -0.016 0.016
H -2.458 0.956 3.376 -0.072 -0.058 -0.015
H -3.428 -0.103 4.408 0.013 -0.009 -0.043
H -5.012 -1.292 1.830 0.039 -0.035 0.064
H -4.606 -2.062 3.360 -0.024 -0.016 -0.020
H -4.067 -2.797 1.849 -0.018 0.080 0.041
H -3.917 -1.730 -0.274 -0.004 -0.191 -0.090
H -1.472 -1.133 -2.013 -0.192 0.002 0.042
H -2.951 -0.172 -1.977 -0.008 -0.034 -0.020
H -2.980 -1.827 -2.605 0.058 -0.013 0.052
H -1.401 -3.321 -0.696 0.131 0.003 -0.059
H -3.080 -3.804 -0.916 0.050 0.035 0.014
H -2.422 -3.549 0.709 0.008 -0.018 -0.006
C 3.135 1.988 -0.735 0.259 0.221 0.018
Si 2.368 1.126 0.764 -0.635 0.164 -0.332
C 3.587 -0.302 1.017 -0.282 -0.426 0.159
C 2.681 2.101 2.358 0.157 0.223 0.071
H 4.179 2.273 -0.527 -0.175 -0.025 -0.099
H 2.580 2.884 -1.026 0.076 -0.130 -0.019
H 3.143 1.304 -1.591 -0.003 -0.012 0.021
H 4.599 0.120 0.995 -0.108 0.003 0.009
H 3.534 -1.094 0.264 0.119 0.059 0.025
H 3.431 -0.787 1.989 0.063 0.051 -0.155
H 3.709 2.496 2.372 -0.172 -0.067 0.058
H 2.570 1.426 3.216 0.008 0.058 -0.083
H 1.989 2.938 2.495 0.106 -0.100 0.008
C -0.921 -3.186 -7.097 0.028 0.021 0.082
C -0.469 -2.962 -5.677 -0.020 -0.016 -0.038
C -0.439 -3.999 -4.756 -0.030 -0.001 -0.068
C -0.019 -3.809 -3.442 0.094 -0.020 0.169
C -0.051 -5.010 -2.521 0.063 0.210 -0.216
C 0.408 -2.529 -3.044 -0.048 -0.113 0.019
Te 1.177 -2.081 -1.061 0.090 -0.103 -0.319
N -0.740 -1.403 0.946 0.099 1.244 -0.440
C 0.226 -1.676 1.797 0.298 -0.075 0.010
O 1.245 -2.302 1.363 -0.268 0.133 0.315
C 0.238 -1.443 3.293 0.152 0.097 -0.131
C 0.656 -2.504 4.099 -0.026 -0.060 -0.026
C 0.745 -2.349 5.474 -0.043 0.011 -0.036
C 0.442 -1.124 6.060 0.000 -0.038 0.008
C 0.050 -0.059 5.264 -0.038 0.007 -0.117
C -0.060 -0.221 3.887 0.004 -0.032 -0.080
C 2.485 -3.754 -1.019 0.075 -0.039 0.145
C 2.253 -4.864 -0.200 -0.065 0.050 0.061
C 0.989 -5.104 0.601 0.212 -0.022 -0.030
C 3.237 -5.852 -0.135 -0.045 -0.039 0.000
C 4.417 -5.770 -0.853 0.021 -0.054 0.021
C 5.474 -6.840 -0.752 -0.051 0.070 -0.005
C 4.612 -4.663 -1.674 0.018 0.001 -0.030
C 3.671 -3.649 -1.772 -0.055 0.094 -0.005
C 3.974 -2.461 -2.661 -0.118 -0.063 0.200
C 0.332 -1.451 -3.948 0.105 0.068 0.063
C 0.706 -0.025 -3.590 -0.005 -0.218 -0.024
C -0.089 -1.695 -5.249 -0.036 0.006 -0.019
H -1.220 -4.222 -7.261 0.012 0.041 0.013
H -0.120 -2.948 -7.800 -0.024 -0.012 0.016
H -1.770 -2.543 -7.340 0.024 -0.025 0.003
H -0.760 -4.993 -5.062 0.022 0.099 0.032
H 0.864 -5.600 -2.613 0.001 0.024 0.002
H -0.895 -5.655 -2.769 0.008 0.032 -0.032
H -0.147 -4.718 -1.482 -0.042 -0.017 -0.046
H 0.910 -3.449 3.630 0.011 0.095 0.055
H 1.057 -3.183 6.093 -0.016 0.034 -0.047
H 0.516 -1.005 7.135 0.010 0.006 -0.085
H -0.174 0.906 5.708 0.020 -0.071 -0.035
H -0.359 0.615 3.268 0.055 0.065 -0.090
H 0.300 -4.266 0.570 -0.015 -0.006 0.004
H 1.238 -5.282 1.649 0.012 0.025 -0.040
H 0.473 -5.992 0.225 0.062 0.000 0.033
H 3.062 -6.715 0.505 0.012 0.061 -0.051
H 5.141 -7.667 -0.125 0.003 0.018 -0.018
H 6.392 -6.436 -0.321 -0.017 -0.010 -0.005
H 5.724 -7.236 -1.738 -0.007 0.000 0.017
H 5.532 -4.580 -2.246 -0.050 -0.011 0.016
H 4.871 -2.645 -3.249 0.013 -0.014 0.003
H 4.145 -1.560 -2.063 -0.029 -0.022 -0.033
H 3.154 -2.255 -3.351 -0.001 -0.012 -0.017
H 0.600 0.201 -2.529 -0.028 0.056 0.065
H 0.076 0.676 -4.137 0.008 -0.022 -0.012
H 1.744 0.181 -3.866 0.013 0.000 0.050
H -0.130 -0.863 -5.949 -0.013 -0.053 0.056
```
Positions in Å, forces in eV/Å.

=====

Record 4
The following is a DFT calculation (ωB97M-V/def2-TZVPD) of a 2-piece molecular cluster, C20H21FN2O2 overall.

2S+1 = 1
E_HOMO = -8.69 eV
LUMO = -0.52 eV
Frontier orbital gap = 8.170 eV
Charge = 0

The geometry in XYZ format:
```
46
Properties=species:S:1:pos:R:3:forces:R:3
O 2.445 1.425 0.728 -4.770 1.343 -1.073
C 1.254 1.604 0.268 2.848 -2.509 -3.584
N 0.877 1.156 -1.003 5.913 0.657 -0.087
H 0.032 1.368 -1.384 -2.896 0.787 -0.672
C 1.938 0.869 -2.030 1.059 -6.513 2.852
C 2.420 1.657 -3.174 -5.343 -2.471 -3.334
C 3.473 1.014 -4.205 -13.312 7.484 -4.986
H 3.770 1.847 -4.708 2.513 1.781 -0.974
H 3.851 0.322 -3.814 7.148 -9.535 5.607
C 2.503 0.360 -5.321 3.953 -6.303 -1.054
C 1.602 -1.024 -4.996 5.554 4.685 0.050
C 0.203 -0.771 -4.966 4.347 5.505 -2.351
C -0.472 -1.596 -4.345 -3.116 -11.774 3.788
C 0.114 -3.090 -3.987 -1.803 5.201 -0.702
C 1.435 -3.029 -4.152 5.514 -7.282 2.420
C 2.413 -2.093 -4.564 -7.406 2.799 -1.142
H 3.456 -2.037 -4.544 1.175 -0.531 0.094
H 2.106 -4.042 -3.820 -2.238 1.977 -0.690
H -0.597 -3.878 -3.597 1.443 1.020 -0.585
H -1.472 -1.821 -4.287 -2.733 1.280 0.360
H -0.248 0.230 -5.173 0.835 -0.785 -0.434
H 3.357 -0.205 -6.158 -2.437 2.038 1.990
H 1.850 0.923 -5.872 -1.091 2.302 -1.187
H 2.918 2.349 -2.717 2.238 5.657 1.799
H 1.122 1.945 -3.764 4.322 -0.034 1.346
H 2.811 0.398 -1.385 -1.167 1.731 -0.994
H 1.652 -0.137 -2.397 -0.499 0.402 -0.343
C 0.006 2.109 0.871 3.857 6.529 2.206
C 0.288 1.824 2.344 -12.482 6.451 0.638
C -1.030 0.996 2.511 -2.967 -0.363 -5.455
N -1.833 0.904 1.314 4.180 1.609 4.281
O -1.190 1.803 0.316 -1.322 -2.125 1.869
C -1.557 0.258 3.660 9.317 3.864 1.166
C -2.661 -0.323 3.591 -6.982 -4.427 -1.165
C -3.084 -1.046 4.715 -2.178 -4.289 1.909
C -2.515 -1.235 5.925 3.846 6.122 -0.919
C -1.392 -0.219 5.909 3.452 -4.728 5.046
C -0.619 0.193 4.911 -7.454 0.041 -4.981
H 0.105 0.881 4.844 3.218 1.819 0.560
H -0.624 -0.424 6.763 -1.926 0.930 -0.194
H -2.653 -1.601 6.930 -0.936 -0.755 -0.646
F -4.080 -2.012 4.636 -0.691 0.876 -1.706
H -3.208 -0.475 2.611 0.412 0.498 1.483
H 0.190 2.826 3.022 0.560 -2.642 -1.370
H 1.023 1.296 2.476 8.114 -5.190 1.670
H 0.106 3.368 0.846 -0.069 -3.133 -0.510
```
Positions in Å, forces in eV/Å.

=====

Record 5
The following is a DFT calculation (ωB97M-V/def2-TZVPD) of C7H12N2 as an isolated structure.

2S+1 = 1
E_HOMO = -8.27 eV
LUMO = 0.83 eV
Frontier orbital gap = 9.099 eV
Charge = 0

The geometry in XYZ format:
```
21
Properties=species:S:1:pos:R:3:forces:R:3
C -2.641 -0.941 -0.137 -0.523 -0.929 0.318
C -1.267 -0.272 -0.106 0.175 3.978 -0.317
C -0.329 -0.464 1.003 3.499 -2.597 1.963
C 0.696 0.244 0.096 -0.351 2.386 -0.278
C 2.204 0.333 0.126 -1.149 0.068 -0.234
C 0.112 1.678 0.061 -2.248 0.398 0.385
C -1.222 1.410 -0.027 -1.304 1.796 -2.134
H -3.124 -0.755 -1.198 0.633 -0.904 2.374
H -2.383 -2.009 0.187 -0.786 0.903 -1.442
H -3.392 -0.691 0.787 2.000 0.312 -2.433
H -0.586 0.010 1.916 -0.013 0.176 1.024
H 0.204 -1.490 1.156 -1.827 1.077 -0.142
H 2.467 1.029 -0.624 0.250 1.221 -0.743
H 2.248 0.852 1.083 1.441 -0.256 0.505
H 3.146 -1.118 -1.399 -1.057 1.115 5.407
H 2.340 -1.618 0.451 3.069 1.996 -2.565
H -0.068 0.156 -1.852 0.072 0.485 -0.313
H 0.678 2.631 0.022 -0.600 -0.774 0.097
H -2.129 2.169 -0.470 2.633 -2.263 1.787
N 3.048 -0.813 -0.089 -2.065 -4.335 -1.444
N -0.004 -0.342 -0.985 -1.847 -3.851 -1.816
```
Positions in Å, forces in eV/Å.

=====

Strongest force on any atom list, top to bottom, in eV Å⁻¹: 5.656; 3.903; 3.095; 16.065; 5.621
E_tot list, top to bottom, in Eh: -3146.06717; -719.43101; -3585.25822; -1133.95098; -383.18984